1.
{
  "formula": "C16H19N3O5S",
  "method": "wB97M-V/def2-TZVPD",
  "species": ["S", "O", "O", "O", "O", "O", "N", "N", "N", "C", "C", "C", "C", "C", "C", "C", "C", "C", "C", "C", "C", "C", "C", "C", "C", "H", "H", "H", "H", "H", "H", "H", "H", "H", "H", "H", "H", "H", "H", "H", "H", "H", "H", "H"],
  "xyz": [[-3.07, 0.13, 2.42], [-0.77, 2.38, 0.46], [3.69, 2.17, 0.18], [-0.52, -0.15, 1.68], [2.03, -3.10, 0.37], [-3.07, -0.70, -2.46], [-0.47, -2.20, 0.89], [-2.45, 1.28, -0.55], [-1.71, -1.97, 1.33], [-3.80, 0.78, -0.68], [-1.71, 1.19, -1.80], [-1.74, -0.26, -2.30], [3.24, 0.89, 0.26], [3.76, -1.44, -0.09], [-1.87, 1.85, 0.52], [0.23, -1.12, 1.08], [-2.61, 1.82, 1.85], [4.13, -0.12, -0.12], [1.96, 0.53, 0.66], [-1.72, -0.75, 1.79], [2.90, -4.14, -0.01], [2.48, -1.83, 0.30], [-3.77, -0.65, -1.23], [1.58, -0.81, 0.68], [2.83, 3.21, 0.59], [-1.27, -0.34, -3.28], [-4.32, 0.79, 0.27], [3.21, -4.05, -1.05], [-3.55, 2.37, 1.80], [2.31, -5.06, 0.12], [3.38, 4.13, 0.42], [-1.21, -0.91, -1.59], [5.12, 0.17, -0.44], [1.90, 3.22, 0.02], [-0.69, 1.52, -1.63], [-2.18, 1.84, -2.55], [4.48, -2.19, -0.39], [-3.30, -1.33, -0.50], [-4.33, 1.42, -1.39], [-4.78, -1.00, -1.44], [2.59, 3.12, 1.66], [-1.96, 2.27, 2.59], [1.23, 1.27, 0.94], [3.78, -4.19, 0.63]],
  "relative_energy_kcal_mol": 55.62,
  "homo_ev": -7.88,
  "total_energy_ev": -42441.840,
  "homo_lumo_gap_ha": 0.3054,
  "smiles": "COc1ccc(OC)c(-c2nnc(SCC(=O)N3CCOCC3)o2)c1"
}



2.
{
  "formula": "C2H2I2",
  "method": "wB97M-V/def2-TZVPD",
  "species": ["I", "I", "C", "C", "H", "H"],
  "xyz": [[0.84, -1.08, -1.97], [-1.33, -2.16, 0.79], [-0.07, -0.37, -0.25], [0.19, 0.79, 0.36], [-0.32, 1.10, 1.19], [0.70, 1.72, -0.12]],
  "relative_energy_kcal_mol": 15.69,
  "homo_ev": -9.46,
  "total_energy_ev": -18305.706,
  "homo_lumo_gap_ha": 0.3083
}



3.
{
  "formula": "C21H25ClMoN2",
  "method": "wB97M-V/def2-TZVPD",
  "species": ["Mo", "Cl", "N", "N", "C", "C", "C", "C", "C", "C", "C", "C", "C", "C", "C", "C", "C", "C", "C", "C", "C", "C", "C", "C", "C", "H", "H", "H", "H", "H", "H", "H", "H", "H", "H", "H", "H", "H", "H", "H", "H", "H", "H", "H", "H", "H", "H", "H", "H", "H"],
  "xyz": [[0.08, 0.29, 0.15], [1.78, -0.13, -1.28], [-2.40, -0.32, 0.61], [-4.61, 0.02, 0.42], [0.17, -1.37, 1.77], [-0.25, 2.90, 0.59], [-5.09, -2.66, 2.88], [-2.77, -2.23, 2.39], [-5.49, -1.68, 1.97], [-0.09, 2.03, -1.57], [4.79, 1.01, -2.15], [-3.36, 0.42, 0.04], [4.13, -0.14, -2.74], [1.83, 0.22, 1.55], [-1.45, 2.32, -1.29], [1.49, -1.15, 1.30], [0.69, 2.43, -0.41], [-0.24, -0.20, 2.51], [-3.08, -1.29, 1.40], [3.48, 0.07, -4.03], [4.58, -1.47, -2.35], [-3.75, -2.96, 3.04], [0.76, 0.79, 2.29], [-4.46, -1.09, 1.24], [-1.54, 2.88, 0.02], [3.04, 1.07, -4.16], [-1.75, -2.38, 2.69], [4.31, 0.01, -4.75], [-2.42, 3.35, 0.46], [0.70, 1.79, 2.66], [4.29, 1.98, -2.31], [5.74, 1.06, -2.70], [2.11, -1.95, 0.85], [5.06, 0.94, -1.09], [-6.52, -1.32, 1.79], [-0.32, -2.30, 1.64], [5.49, -1.62, -2.95], [-2.27, 2.24, -2.01], [-5.86, -3.17, 3.45], [-3.28, 1.23, -0.69], [1.78, 2.56, -0.41], [0.01, 3.34, 1.54], [2.74, -0.68, -4.35], [-3.46, -3.74, 3.71], [-5.48, 0.50, 0.18], [4.90, -1.56, -1.30], [2.77, 0.67, 1.28], [-1.03, -0.15, 3.23], [3.92, -2.31, -2.58], [0.31, 1.75, -2.54]],
  "relative_energy_kcal_mol": 35.64,
  "spin_multiplicity": 3,
  "homo_ev": [-13.47, -13.78],
  "charge": 2,
  "total_energy_ev": -39523.488,
  "homo_lumo_gap_ha": [0.2129, 0.2260]
}



4.
{
  "formula": "C56H117N3O2S2",
  "method": "wB97M-V/def2-TZVPD",
  "species": ["S", "S", "O", "O", "N", "N", "N", "C", "C", "C", "C", "C", "C", "C", "C", "C", "C", "C", "C", "C", "C", "C", "C", "C", "C", "C", "C", "C", "C", "C", "C", "C", "C", "C", "C", "C", "C", "C", "C", "C", "C", "C", "C", "C", "C", "C", "C", "C", "C", "C", "C", "C", "C", "C", "C", "C", "C", "C", "C", "C", "C", "C", "C", "H", "H", "H", "H", "H", "H", "H", "H", "H", "H", "H", "H", "H", "H", "H", "H", "H", "H", "H", "H", "H", "H", "H", "H", "H", "H", "H", "H", "H", "H", "H", "H", "H", "H", "H", "H", "H", "H", "H", "H", "H", "H", "H", "H", "H", "H", "H", "H", "H", "H", "H", "H", "H", "H", "H", "H", "H", "H", "H", "H", "H", "H", "H", "H", "H", "H", "H", "H", "H", "H", "H", "H", "H", "H", "H", "H", "H", "H", "H", "H", "H", "H", "H", "H", "H", "H", "H", "H", "H", "H", "H", "H", "H", "H", "H", "H", "H", "H", "H", "H", "H", "H", "H", "H", "H", "H", "H", "H", "H", "H", "H", "H", "H", "H", "H", "H", "H"],
  "xyz": [[4.50, 5.84, 0.34], [3.54, 7.73, 2.55], [-3.74, 3.03, 3.47], [0.33, 1.72, -2.95], [-5.53, 5.96, 1.53], [-0.41, 1.75, 2.40], [2.96, 4.76, 2.38], [9.93, 0.11, 3.53], [2.27, -5.01, 4.65], [1.35, -4.34, -8.43], [-5.91, -6.92, -5.23], [-1.81, 5.45, 1.77], [-3.93, 1.97, 1.22], [9.48, 3.85, 3.87], [-7.20, -0.50, -1.84], [0.86, 5.73, 1.07], [-6.81, -2.90, -2.72], [-0.67, 5.38, 0.58], [8.46, 2.88, 3.28], [-9.35, -1.08, -0.60], [2.79, 3.34, 4.63], [-7.35, -1.50, -2.99], [-3.76, 5.40, 4.61], [-1.52, 2.40, 2.19], [3.51, -5.23, 5.51], [0.60, 0.28, -3.01], [3.61, 6.00, 1.82], [-5.31, -2.93, -2.46], [3.97, 10.46, -0.77], [-4.52, 5.18, 1.32], [-3.14, -0.38, 0.31], [4.12, 2.42, 4.39], [0.23, -2.70, -6.83], [9.20, 0.83, 4.67], [-1.52, -0.30, 0.13], [0.53, -0.45, -1.53], [-3.04, 3.01, 2.19], [0.94, -3.97, -4.69], [-0.38, -3.82, -3.97], [-3.74, 0.39, 1.62], [-0.95, -1.13, -1.20], [4.12, -2.72, 5.73], [-3.11, 3.87, 4.49], [-5.68, -5.58, -5.93], [0.07, -3.94, -7.71], [1.22, -2.83, -5.68], [1.39, 2.51, -3.61], [3.91, 0.82, 4.75], [1.65, 4.42, 1.71], [-7.53, -7.88, -7.01], [-4.52, -5.61, -6.91], [1.00, -4.82, 5.47], [-6.29, -8.09, -6.15], [9.03, -0.81, 2.72], [8.06, 1.76, 4.25], [3.88, -4.06, 6.43], [-3.03, 4.44, 1.36], [2.83, 8.86, 1.18], [-8.80, -7.68, -6.20], [5.28, -2.74, 4.75], [2.82, 4.81, 3.89], [-7.84, -0.91, -0.52], [4.09, 9.84, 0.75], [2.71, 3.52, 5.81], [-1.66, -0.84, -2.09], [1.72, -3.52, -9.06], [1.85, 2.00, -4.57], [8.78, 0.07, 5.35], [1.24, -1.88, -5.12], [1.17, -5.20, -9.08], [1.81, 2.76, 4.33], [-9.83, -0.16, -0.94], [-7.40, -7.03, -7.68], [-2.99, 6.24, 4.26], [-0.76, -2.42, -6.44], [-4.97, -3.96, -2.33], [0.54, -1.85, -7.46], [-5.06, 2.26, 1.43], [0.13, -4.72, 4.80], [-1.01, 6.01, -0.37], [-3.96, 5.63, 5.77], [-5.04, -2.37, -1.56], [0.96, 3.56, -3.99], [-3.51, -1.52, 0.28], [-5.47, -4.82, -5.17], [9.61, -1.33, 1.96], [7.56, 3.45, 3.02], [-4.70, -6.30, -7.74], [-0.70, -3.73, -8.47], [9.93, 1.39, 5.26], [-9.76, -1.34, 0.38], [0.92, 4.02, 2.57], [2.50, 8.26, 0.22], [2.14, -4.62, -7.72], [-8.98, -8.54, -5.54], [-6.59, -5.25, -6.45], [1.76, 5.32, 4.11], [1.89, 9.44, 1.57], [8.84, 2.46, 2.35], [-4.76, -2.50, -3.31], [-2.19, 6.58, 1.81], [-6.14, -0.30, -1.67], [-0.92, -0.68, 1.06], [-3.61, 0.11, -0.68], [-5.01, -7.19, -4.68], [10.43, 3.35, 4.09], [-8.76, -6.78, -5.58], [4.24, 10.76, 1.48], [-7.02, -3.53, -3.59], [2.25, 2.81, -2.84], [-1.23, -3.87, -4.66], [-0.65, 4.24, 0.23], [-0.08, -0.22, -3.82], [-2.83, 4.14, 0.22], [-5.44, -8.32, -6.81], [-3.74, 2.16, 0.07], [1.76, 3.53, 0.95], [-1.25, 5.19, 2.77], [0.88, 6.56, 1.92], [9.10, 4.31, 4.79], [-9.67, -7.59, -6.86], [-0.51, -4.64, -3.24], [8.24, -0.26, 2.21], [3.10, -3.92, 7.19], [1.04, -3.92, 6.08], [-9.63, -1.89, -1.29], [-4.80, 5.49, 4.08], [-8.41, -1.58, -3.27], [1.72, 0.15, -3.39], [4.33, -1.96, 6.49], [3.51, 0.27, 3.78], [10.74, -0.48, 3.96], [0.82, -5.68, 6.13], [1.40, -1.24, -1.46], [3.37, -6.12, 6.14], [-0.30, -4.78, -7.12], [4.44, 2.46, 3.26], [9.69, 4.65, 3.15], [5.43, -1.75, 4.32], [-0.89, -2.29, -1.00], [-6.85, -1.09, -3.88], [6.21, -3.04, 5.25], [4.16, 9.62, -1.58], [-7.66, -8.76, -7.65], [10.40, 0.84, 2.87], [-7.33, -3.36, -1.88], [-4.84, -0.04, 1.78], [4.85, 11.24, -0.89], [4.79, -4.33, 6.99], [5.07, 9.17, 0.89], [-7.39, -1.84, -0.15], [3.21, -2.39, 5.21], [-0.43, -2.88, -3.42], [-1.95, 3.98, 4.44], [4.36, -5.45, 4.86], [-3.35, 3.36, 5.54], [2.24, -2.96, -6.08], [-7.62, -0.14, 0.23], [7.63, 2.21, 5.15], [-6.43, -8.98, -5.53], [-6.70, -6.79, -4.47], [5.10, -3.44, 3.92], [0.98, -4.94, -5.21], [3.65, 5.48, 4.37], [0.82, 0.40, -0.74], [8.57, -1.57, 3.37], [-4.37, -4.61, -7.34], [4.94, 0.31, 5.03], [3.20, 0.62, 5.67], [-1.26, 0.85, -0.11], [-3.59, -5.90, -6.41], [2.40, -4.16, 3.98], [-7.63, 0.46, -2.16], [1.42, 6.13, 0.09], [2.13, -5.90, 4.01], [7.26, 1.18, 3.79], [1.75, -3.99, -3.95], [2.97, 11.06, -0.93], [5.00, 2.79, 5.10], [-3.17, 0.19, 2.62]],
  "relative_energy_kcal_mol": 323.18,
  "homo_ev": -8.45,
  "total_energy_ev": -90191.007,
  "homo_lumo_gap_ha": 0.2839,
  "smiles": "CCCCN(CCCC[C@H](C#N)[C@](C#N)(CCCCCCCOC)OCC)C(=S)SCCC.CCCCCC.CCCCCC.CCCCCC.CCCCCC.CCCCCC"
}



5.
{
  "formula": "C5H4N",
  "method": "wB97M-V/def2-TZVPD",
  "species": ["N", "C", "C", "C", "C", "C", "H", "H", "H", "H"],
  "xyz": [[0.44, 0.29, 0.37], [-0.75, 1.03, 0.14], [0.34, -1.15, 0.24], [2.04, -0.59, -1.56], [-1.88, 1.46, -0.01], [1.21, -0.31, -0.63], [0.96, 0.65, 1.21], [-0.62, -1.38, -0.25], [0.97, -1.98, 0.78], [-2.71, 1.98, -0.28]],
  "relative_energy_kcal_mol": 124.00,
  "homo_ev": -16.13,
  "charge": 1,
  "total_energy_ev": -6722.963,
  "homo_lumo_gap_ha": 0.3593
}



6.
{
  "formula": "C3H9Cl2NP",
  "method": "wB97M-V/def2-TZVPD",
  "species": ["Cl", "Cl", "P", "N", "C", "C", "C", "H", "H", "H", "H", "H", "H", "H", "H", "H"],
  "xyz": [[1.32, -0.54, 3.26], [0.29, -2.33, -1.89], [0.66, -1.17, -0.32], [-0.99, 0.04, -0.35], [-1.18, 0.64, 0.92], [-1.65, 0.25, -1.43], [1.91, -0.11, -1.06], [1.84, 0.93, -0.63], [0.20, -0.17, 3.95], [-0.43, 1.47, 1.01], [-2.12, 0.97, 1.04], [-2.59, 0.81, -1.36], [-0.90, -0.02, 1.84], [1.86, -0.23, -2.13], [-1.13, -0.29, -2.21], [2.91, -0.27, -0.65]],
  "spin_multiplicity": 3,
  "homo_ev": [-10.19, -15.26],
  "charge": 1,
  "total_energy_ev": -39069.072,
  "homo_lumo_gap_ha": [0.2179, 0.2793]
}